{"formula": "C33H41F4N2O3S", "method": "ωB97M-V/def2-TZVPD", "homo_energy_ev": -10.59, "charge": 1, "homo_lumo_gap_ha": 0.219, "energy_ev": -65699.67528, "multiplicity": 1, "lumo_ev": -4.6, "species": ["C", "O", "C", "C", "C", "C", "C", "C", "C", "C", "N", "N", "C", "S", "O", "O", "C", "C", "C", "C", "C", "F", "H", "H", "H", "H", "H", "H", "H", "H", "H", "H", "H", "H", "H", "H", "H", "H", "H", "H", "H", "H", "H", "H", "H", "H", "H", "H", "F", "C", "C", "C", "C", "C", "C", "H", "H", "H", "H", "H", "F", "C", "C", "C", "C", "C", "C", "H", "H", "H", "H", "H", "F", "C", "C", "C", "C", "C", "C", "H", "H", "H", "H", "H"], "coordinates": [[-3.314, -3.901, 0.322], [-4.063, -4.318, 1.483], [-3.679, -3.583, 2.670], [-4.286, -2.096, 2.736], [-3.226, -1.051, 2.085], [-3.640, 0.438, 2.525], [-3.552, 1.543, 1.369], [-2.183, 1.557, 0.530], [-0.877, 1.206, 1.390], [-0.675, 1.843, 2.783], [0.459, 1.508, 3.538], [1.311, 0.653, 3.009], [2.474, 0.319, 3.919], [4.111, 0.626, 3.067], [4.597, -0.703, 2.508], [3.999, 1.690, 1.985], [1.371, -0.025, 1.759], [0.169, 0.237, 0.778], [0.090, -0.437, -0.658], [-0.281, -1.996, -0.652], [0.560, -2.881, 0.374], [1.983, -2.747, 0.079], [-2.231, -3.706, 0.678], [-3.798, -2.940, -0.102], [-3.291, -4.661, -0.524], [-2.531, -3.488, 2.792], [-4.011, -4.232, 3.566], [-4.520, -1.866, 3.828], [-5.282, -2.098, 2.171], [-3.219, -1.118, 0.947], [-2.152, -1.252, 2.456], [-3.061, 0.742, 3.480], [-4.745, 0.391, 2.856], [-4.389, 1.286, 0.614], [-3.793, 2.612, 1.721], [-2.094, 2.546, -0.044], [-2.281, 0.744, -0.281], [-1.447, 2.581, 3.203], [2.457, 0.975, 4.865], [2.372, -0.765, 4.303], [5.107, 1.074, 3.934], [2.236, -0.738, 1.482], [-0.603, 0.159, -1.362], [1.140, -0.328, -1.130], [-1.412, -2.081, -0.544], [-0.027, -2.396, -1.706], [0.247, -3.986, 0.304], [0.365, -2.552, 1.453], [-1.067, -1.380, -3.539], [-1.707, -0.650, -4.472], [-2.823, -1.179, -5.101], [-3.487, -0.423, -6.061], [-3.022, 0.848, -6.388], [-1.898, 1.367, -5.753], [-1.239, 0.616, -4.785], [-3.165, -2.174, -4.840], [-4.366, -0.824, -6.555], [-3.539, 1.435, -7.141], [-1.535, 2.356, -6.012], [-0.367, 1.008, -4.274], [-2.122, 4.542, 0.527], [-0.985, 5.265, 0.457], [-0.759, 6.070, -0.647], [0.411, 6.819, -0.718], [1.345, 6.746, 0.312], [1.110, 5.930, 1.414], [-0.065, 5.189, 1.491], [-1.494, 6.107, -1.443], [0.594, 7.459, -1.574], [2.259, 7.328, 0.254], [1.840, 5.872, 2.214], [-0.269, 4.556, 2.346], [8.695, -2.091, -2.304], [7.519, -2.529, -1.832], [6.997, -3.722, -2.308], [5.779, -4.180, -1.815], [5.092, -3.433, -0.860], [5.624, -2.234, -0.393], [6.847, -1.782, -0.878], [7.541, -4.285, -3.057], [5.365, -5.116, -2.174], [4.140, -3.789, -0.479], [5.087, -1.652, 0.347], [7.280, -0.855, -0.520]], "forces_ev_per_angstrom": [[0.3, 0.8, 0.1], [1.2, 0.6, 0.0], [-0.1, 0.0, 0.9], [0.8, -0.8, -0.5], [-0.6, 0.7, 0.7], [-0.6, 0.2, 0.3], [-0.4, 0.0, -0.4], [0.1, -1.0, -0.1], [1.3, -0.4, -0.2], [2.0, -2.4, -1.9], [-3.2, 0.9, -2.3], [2.3, -2.1, -1.7], [-0.5, 0.1, 2.0], [2.1, -1.2, -6.3], [-1.7, 3.3, 2.4], [-0.5, -2.4, 3.8], [-4.1, 1.8, -1.3], [0.5, 1.5, 3.8], [1.0, 0.5, 0.0], [0.5, -0.1, -0.8], [-0.8, 0.2, -0.1], [-2.2, -0.1, 0.6], [-1.6, -0.1, -0.8], [1.0, -1.3, 0.5], [-0.3, 0.6, 1.5], [-1.5, -0.3, -0.5], [0.2, 1.1, -1.5], [0.5, 0.0, -1.4], [1.4, 0.1, 0.7], [-0.1, -0.1, 1.5], [-1.7, 0.1, -0.6], [-0.8, -0.4, -1.5], [1.7, 0.2, -0.5], [1.4, 0.5, 1.1], [0.4, -1.7, -0.2], [0.2, -1.5, 1.1], [0.3, 1.2, 1.3], [1.6, -1.4, -0.6], [-0.3, -0.7, -1.7], [0.5, 1.6, -1.0], [-1.2, -0.3, 0.2], [-1.3, 1.3, 0.8], [1.0, -1.1, 1.4], [-1.5, -0.1, 0.9], [1.6, -0.2, 0.2], [-0.4, 0.7, 1.7], [0.8, 1.7, -0.1], [0.6, -0.4, -1.4], [0.1, -0.1, 0.2], [-0.5, 0.6, -0.8], [0.0, -0.2, 0.1], [0.3, 0.2, 0.1], [0.0, 0.0, 0.0], [-0.2, -0.2, 0.0], [0.2, 0.0, 0.2], [0.0, 0.0, 0.0], [0.1, 0.0, 0.1], [0.1, -0.1, 0.1], [0.0, -0.1, 0.1], [0.0, -0.1, -0.1], [-0.2, 0.0, 0.1], [0.9, 0.6, -0.1], [-0.2, -0.1, -0.1], [0.0, -0.2, 0.3], [0.0, 0.0, 0.0], [-0.1, 0.1, -0.2], [-0.1, -0.2, 0.0], [0.0, 0.0, 0.1], [-0.1, -0.1, 0.1], [-0.1, -0.1, 0.0], [-0.1, 0.0, -0.1], [0.0, 0.1, 0.0], [0.1, 0.0, 0.0], [-0.6, -0.2, 0.3], [0.1, -0.1, -0.1], [0.0, 0.3, 0.2], [0.0, -0.1, 0.0], [0.0, -0.2, -0.2], [0.1, 0.2, 0.0], [0.0, 0.1, 0.1], [0.1, 0.1, 0.0], [0.1, 0.0, 0.0], [0.1, -0.1, -0.1], [0.0, 0.0, -0.1]], "mulliken_charge": [-0.19, -0.43, -0.41, -0.66, 0.49, -0.56, -1.18, -0.62, 0.37, -0.67, -1.17, 1.04, -0.61, 0.78, -0.53, -0.53, -0.43, 0.63, -0.81, -0.05, -0.52, -0.29, -0.07, 0.17, 0.30, 0.20, 0.31, 0.41, 0.33, -0.25, 0.00, 0.19, 0.50, 0.39, 0.34, 0.45, 0.10, 0.67, 0.46, 0.35, 0.25, 0.54, 0.31, 0.43, -0.03, 0.36, 0.44, 0.24, -0.21, 0.33, -0.44, -0.42, -0.47, -0.51, -0.26, 0.41, 0.37, 0.38, 0.37, 0.45, -0.30, 0.43, -0.46, -0.45, -0.47, -0.67, -0.02, 0.44, 0.37, 0.39, 0.37, 0.36, -0.31, 0.27, -0.44, -0.42, -0.48, -0.04, -0.50, 0.41, 0.37, 0.41, 0.30, 0.43]}